Record 1
The following is a quantum chemistry calculation of an isolated molecule of C17H26O4, from the OMol25 dataset.

The geometry in XYZ format:
```
47
Properties=species:S:1:pos:R:3:mulliken_charge:R:1
C -0.84653 -2.83001 -0.23741 -1.643
C 1.02972 -0.09234 2.95624 -1.091
H 0.66668 3.94062 0.65622 0.434
C -0.17754 -1.78731 -1.08644 -0.224
H -1.77265 2.10790 0.59871 -0.019
C -0.89332 -0.56644 -1.36866 1.648
C 1.04261 0.32981 -2.68383 -0.759
H -0.53660 -1.43647 3.57857 0.405
H 0.75119 -3.38047 2.13244 0.465
H -1.37690 -1.39833 1.26746 0.255
H -1.56683 -3.07172 1.77453 0.435
H -0.29707 -3.76751 -0.31907 0.429
H -1.16078 4.67930 2.04513 0.300
H -1.86390 -2.97483 -0.60677 0.431
C -0.21024 0.48685 -2.20807 -0.246
H 1.09525 -1.98959 3.92972 0.331
H -0.79536 0.71229 2.15934 0.253
C -1.90546 3.95758 1.70299 -0.683
C 0.22153 2.94228 0.65379 -0.773
C 0.26744 0.72315 1.91421 1.181
O -0.96524 1.55158 -2.42298 -0.602
O -2.02933 -0.29898 -0.99545 -0.713
C 0.76691 2.16525 1.85192 -1.087
H -1.81158 1.38993 -1.94183 0.421
H -3.17687 2.44175 2.56932 0.274
C 1.76545 -0.87885 -2.40582 0.926
C -0.91669 -2.38488 1.22938 -0.531
H 2.07751 -0.16502 2.65301 0.332
H 1.00274 0.44128 3.91011 0.442
C 0.47554 -1.50244 3.17388 -1.051
H 0.39225 0.26672 0.92901 -0.674
H 1.20139 -1.96465 1.20090 0.120
O 1.82860 -3.01309 -1.38937 -0.623
C -2.42506 3.15867 2.89369 -1.086
H -1.62588 2.61666 3.39046 0.202
C 1.07795 -1.93052 -1.57971 0.555
C -1.30077 3.09181 0.58901 -0.036
H -2.88417 3.82576 3.62080 0.398
H -2.74183 4.52728 1.29094 0.363
H 1.51902 1.09143 -3.28099 0.465
H 0.55687 2.44376 -0.26019 0.197
H 2.67551 -2.83989 -1.86191 0.383
H 0.51331 2.68363 2.77779 0.345
H -1.53066 3.55475 -0.37414 0.415
H 1.85799 2.15442 1.77684 0.452
C 0.45851 -2.35520 1.89802 -0.347
O 2.90089 -1.13782 -2.78501 -0.669
```

LUMO level: -0.056 hartree
Frontier orbital gap: 7.83 eV
DFT total energy: -964.3459 Ha
Energy above the lowest of the compared OMol25 structures with the same formula, charge and spin: 1.2 kcal/mol


Record 2
The following is a quantum chemistry calculation of a structure of composition C20H34Cl2O2PReS4Sb, from the OMol25 dataset.

The geometry in XYZ format:
```
65
Properties=species:S:1:pos:R:3:mulliken_charge:R:1
H -4.47548 0.59347 1.73893 0.486
H -1.37166 3.50585 2.23539 0.272
Re 1.11466 -1.95711 1.35022 1.400
H -3.28152 0.34684 2.99184 0.283
H 3.49767 4.11535 -0.64409 0.336
C 3.03408 3.52928 0.14908 -0.832
C -1.81173 -0.28073 -3.69859 -0.860
H 3.15173 0.12399 0.79492 0.114
C 3.66452 2.12698 0.17609 -1.022
C 2.64398 1.08029 0.62484 -0.349
H 4.52482 2.10750 0.84386 0.477
C -1.75036 2.55230 2.60585 -1.114
C 1.56785 0.93183 -0.46858 0.936
P 0.10689 -0.10967 -0.02773 -2.137
H -1.27073 1.68939 0.16924 0.832
H -0.80123 -3.42939 -2.92790 0.315
H -2.52971 -3.16775 -3.04222 0.452
H 4.84703 -3.74035 0.45386 0.438
H 2.00990 0.34307 -1.27878 0.719
S -0.22036 -6.10463 4.13402 -0.147
S -3.18572 -3.05690 4.65518 -0.152
C 3.76333 -3.73450 0.36227 0.057
S -0.47078 -3.28534 1.38956 -0.367
H -2.86399 -0.31156 -3.40706 0.347
C -1.17150 0.84180 0.86196 1.641
Cl 3.11946 -5.28683 -0.04501 -0.007
C -0.95888 0.28793 -2.55167 -0.768
C 1.14990 2.33104 -1.02558 -0.915
H 4.03621 1.84702 -0.81327 0.362
H -2.37398 -0.94236 1.22254 0.081
C -2.52447 0.11292 0.96071 -0.747
H -0.28348 -1.63979 -4.35734 0.299
O 3.82732 -2.48752 -1.66577 -0.352
H -3.01063 0.12235 -0.01483 0.218
H -3.89531 2.79323 2.68288 0.492
H -1.41432 -2.69263 -0.78268 -0.434
H -0.85283 0.63133 2.97387 0.452
H -3.27043 2.70965 1.05928 0.300
C 3.28938 -2.67501 -0.63719 0.299
H -1.74983 0.40758 -4.54092 0.505
Sb -1.67255 -4.51544 4.21032 1.334
H -0.07144 0.77264 -2.95865 0.329
O 2.15133 -2.01618 -0.26309 -0.353
H 0.99164 3.34177 0.87561 -0.160
C -0.76713 1.42248 2.21451 -1.214
C -0.50433 -0.85545 -1.58520 0.898
H 0.09270 2.37928 -1.27777 0.433
H 0.25267 1.80842 2.22403 0.066
H 1.15833 4.40580 -0.48999 0.543
H 3.24194 4.05308 1.08202 0.377
S 1.11503 -0.80623 3.06232 0.092
H 2.21236 1.38901 1.58016 0.218
C -1.57356 -2.65720 -2.92524 -0.886
C -1.57760 -1.94212 -1.56134 -0.093
C -1.34267 -1.67463 -4.08737 -0.681
H -2.55125 -1.49584 -1.36464 0.223
Cl 3.18472 -3.20791 2.03265 -0.062
H -1.76710 2.62381 3.69352 0.510
C -3.15951 2.28571 2.06160 -0.670
H -1.86949 -2.02155 -4.97417 0.467
H 1.67825 2.46556 -1.97199 0.517
C 1.51976 3.46509 -0.07543 -0.625
C -3.43663 0.78820 2.00249 -0.855
H -1.53364 1.05073 -2.02064 0.191
H 0.41838 -1.28799 -1.99092 0.495
```

LUMO level: -0.445 hartree
Frontier orbital gap: 5.93 eV
Charge: +3
DFT total energy: -4104.9259 Ha
Energy above the lowest of the compared OMol25 structures with the same formula, charge and spin: 28.8 kcal/mol


Record 3
The following is a quantum chemistry calculation of a structure of composition C26H38N2PPtS2Si2 at a distorted geometry, from the OMol25 dataset.

The geometry in XYZ format:
```
72
Properties=species:S:1:pos:R:3:mulliken_charge:R:1
C -2.44069 2.82834 4.30023 -0.643
C -1.22815 3.47316 -0.57918 0.037
H -2.77102 3.04125 -1.98563 0.346
S -2.79652 0.76571 -0.52173 -0.463
H -3.81940 3.60181 0.78507 0.374
H 0.21531 -3.63468 -2.87697 0.288
C -0.83540 5.82925 -2.01482 -0.364
H 3.15337 -4.15450 0.26737 0.245
H 3.47493 -3.32238 1.79903 0.307
H 2.17107 -1.29871 -4.93091 0.218
H 3.81479 -0.37102 1.90865 0.279
C 3.61118 -3.26685 0.71183 -1.223
H -0.90045 1.72639 3.26340 0.294
H 0.87369 -2.27612 2.69291 0.132
H -0.94437 -3.84650 2.96968 0.319
C -3.57147 3.61785 4.16613 -0.390
H 6.24584 -1.85418 -3.74592 0.359
C 2.49235 -1.46700 -2.80144 0.343
C 0.10030 0.30466 -3.16026 -1.057
H 0.62021 1.19327 -2.79149 0.220
H -3.13976 -4.23577 1.94735 0.360
H -2.12236 -1.70401 0.62464 -0.775
C -2.77645 -3.20135 1.98003 -1.160
C -1.03483 -1.72870 3.25325 -0.630
H -4.94751 4.52277 2.78610 0.371
P -1.48693 1.93266 0.38227 0.942
C -2.31591 -2.77422 0.60522 0.715
H -2.42832 5.14468 -3.27521 0.379
H 0.03644 -2.55023 -4.26621 0.397
H -0.68334 6.74638 -2.57150 0.360
C 4.79172 -1.80097 -2.16182 -0.507
H 0.38137 4.14091 0.66530 0.342
H -0.77960 -1.59527 4.30779 0.443
H 0.58191 -0.66527 2.56204 0.257
C 4.24286 -1.57962 -4.48978 -0.638
C -1.79471 2.33186 3.17056 -0.206
C -0.24132 4.37545 -0.19006 -0.444
N 0.17771 -1.58783 2.42913 -0.530
C -3.42502 3.40073 1.77461 -0.519
H 4.54313 -1.54943 -5.53139 0.373
C -0.04657 5.54840 -0.90420 -0.597
C 3.44353 -1.66058 -1.80414 0.348
H 3.41163 0.67307 0.53861 0.242
H -3.63369 -2.57273 2.24147 0.401
Si 0.67857 -1.24428 -2.27659 1.120
C -1.72758 -3.09002 3.09847 -0.707
H 4.88477 -0.32264 0.49295 0.431
C -2.01332 3.75651 -1.68731 -0.249
H -0.97328 0.46156 -3.00525 0.270
H 0.28897 0.20208 -4.23384 0.467
H -1.26295 -2.66085 -3.07002 0.305
H -2.24148 -3.32642 4.03304 0.410
S 0.32970 1.21464 0.85567 -0.648
H 0.72885 6.24218 -0.60253 0.369
H -3.13019 -2.92318 -0.11129 0.408
H -4.06905 4.01091 5.04486 0.353
H 5.54419 -1.94178 -1.38855 0.233
C 2.90624 -1.43640 -4.14103 -0.602
C -0.17313 -2.66338 -3.19756 -1.356
H 4.68738 -3.29211 0.50856 0.377
H -1.10762 -3.72692 -0.78065 0.157
C -2.27988 2.61242 1.90284 0.205
Si 2.85251 -1.68667 -0.00053 0.326
C 3.83833 -0.29516 0.81428 -1.223
C -4.06319 3.90646 2.89724 -0.641
C 5.19667 -1.75677 -3.48948 -0.677
H -2.05485 2.60046 5.28704 0.385
Pt 0.54999 -1.32871 0.01289 0.405
N -1.09286 -3.48304 0.20015 -0.524
H -0.97109 -4.33422 0.73424 0.178
C -1.81727 4.93299 -2.40592 -0.588
H -1.72795 -0.92835 2.97837 0.270
```

LUMO level: 0.089 hartree
Frontier orbital gap: 5.74 eV
Charge: -1
DFT total energy: -2959.2908 Ha
Energy above the lowest of the compared OMol25 structures with the same formula, charge and spin: 8.4 kcal/mol


Record 4
The following is a quantum chemistry calculation of a cluster of 2 separate species, C3H9NO2 in total at a distorted geometry, from the OMol25 dataset.

The geometry in XYZ format:
```
15
Properties=species:S:1:pos:R:3:mulliken_charge:R:1
O -0.01493 -2.10027 -0.15610 -0.509
N -0.43506 1.33423 -0.02215 -0.674
H -1.25602 1.68676 0.45380 0.224
C 0.87922 1.87219 2.00999 -1.199
H -0.13309 -0.07020 1.51239 0.318
H 1.35908 0.30702 0.50264 0.275
H -0.62520 0.02612 -1.09713 0.545
H 1.55541 2.54944 1.52268 0.333
H -0.01075 2.13254 -0.49050 0.225
H 1.30012 1.44433 2.91548 0.347
H -0.13176 -2.53449 -2.19357 0.333
O -0.68423 -0.65904 -1.76112 -0.472
C 0.46429 0.75644 0.99764 -0.267
C -0.24615 -1.83586 -1.32767 0.183
H -0.00329 2.43664 2.28728 0.338
```

LUMO level: 0.033 hartree
Frontier orbital gap: 11.00 eV
DFT total energy: -324.9448 Ha
Energy above the lowest of the compared OMol25 structures with the same formula, charge and spin: 17.4 kcal/mol